# 1
This record from OMol25 describes 16 unconnected molecules or ions with the total composition H32O16. The level of theory is ωB97M-V/def2-TZVPD.

Calculated values
E = -1223.0067 hartree
charge = 0
energy above the lowest of the compared OMol25 structures with the same formula, charge and spin = 504.29 kJ/mol
LUMO = -0.7347 eV
highest occupied orbital energy = -9.38 eV
gap between HOMO and LUMO = 8.6 eV

Atoms and positions in Å:
O (1.03, -3.06, -0.62)
H (0.66, -3.77, -0.14)
H (0.59, -2.28, -0.22)
O (-2.36, 2.37, 1.47)
H (-2.24, 1.45, 1.81)
H (-1.73, 2.55, 0.79)
O (-1.99, 0.35, 3.24)
H (-1.65, -0.48, 2.97)
H (-2.93, 0.23, 3.26)
O (-0.22, -0.63, -0.14)
H (-0.01, 0.08, 0.54)
H (0.03, -0.27, -0.96)
O (0.59, -2.32, -3.22)
H (1.18, -2.87, -3.74)
H (0.65, -2.70, -2.34)
O (-0.49, 2.78, -0.51)
H (0.48, 2.54, -0.63)
H (-0.81, 2.90, -1.39)
O (2.64, 0.56, 2.19)
H (2.86, 0.40, 1.29)
H (3.02, 1.38, 2.50)
O (1.75, -1.85, 2.79)
H (1.96, -0.99, 2.40)
H (2.08, -2.50, 2.19)
O (-2.79, 0.05, -0.27)
H (-2.58, 0.81, -0.83)
H (-1.92, -0.23, -0.05)
O (0.15, 1.25, 1.86)
H (1.10, 1.23, 2.05)
H (-0.13, 1.12, 2.78)
O (0.81, 3.63, 2.05)
H (1.50, 3.89, 1.39)
H (0.52, 2.74, 1.79)
O (-2.50, -2.88, 0.31)
H (-2.30, -2.54, -0.56)
H (-1.84, -2.45, 0.88)
O (2.03, 1.92, -0.52)
H (2.98, 2.14, -0.53)
H (1.98, 1.19, -1.13)
O (2.14, -0.30, -2.10)
H (1.54, -0.84, -2.57)
H (2.58, -0.91, -1.54)
O (-0.97, 0.41, -2.92)
H (-1.44, 1.10, -2.53)
H (-0.19, 0.74, -3.37)
O (-2.20, -2.18, -2.33)
H (-1.85, -1.25, -2.34)
H (-1.70, -2.54, -3.04)

***

# 2
This record from OMol25 describes 16 unconnected molecules or ions with the total composition H33O16. The level of theory is ωB97M-V/def2-TZVPD.

Calculated values
E = -1223.2878 hartree
charge = +1
energy above the lowest of the compared OMol25 structures with the same formula, charge and spin = 493.34 kJ/mol
LUMO = -2.7040 eV
highest occupied orbital energy = -12.69 eV
gap between HOMO and LUMO = 10.0 eV

Atoms and positions in Å:
O (-3.76, -1.39, 1.74)
H (-4.62, -1.77, 1.23)
H (-3.96, -0.61, 2.22)
O (1.37, 5.47, 0.40)
H (1.11, 5.25, -0.50)
H (0.67, 6.02, 0.59)
O (-0.48, -3.23, 4.61)
H (-1.46, -3.11, 4.82)
H (-0.52, -3.49, 3.60)
O (2.01, 3.43, -2.44)
H (1.11, 3.55, -2.48)
H (-3.82, -3.50, 0.16)
O (3.99, -1.46, 2.33)
H (3.78, -2.43, 2.41)
H (4.02, -1.35, 3.23)
O (-1.52, -0.92, -5.06)
H (-2.32, -1.42, -4.87)
H (-1.78, -0.63, -1.44)
O (-0.74, -3.39, 1.84)
H (-1.07, -2.46, 1.79)
H (-1.67, -3.64, 1.92)
O (3.07, 0.33, -0.75)
H (2.51, 4.10, -2.01)
H (2.84, -0.23, 0.13)
O (1.67, -0.45, 1.23)
H (1.67, -1.07, -3.21)
O (-1.83, -0.64, -0.55)
H (0.61, -0.87, -2.08)
H (-2.59, -1.20, -0.29)
O (2.45, 2.34, 0.99)
H (2.02, 1.93, 1.76)
H (2.89, 3.20, 1.27)
O (0.53, 0.79, -0.92)
H (-1.79, -0.47, -5.86)
H (0.16, 1.76, -0.98)
O (-3.84, -2.90, -0.70)
H (-3.94, -3.49, -1.44)
H (-0.26, 0.27, -0.98)
O (1.51, -1.21, -2.30)
H (2.29, 0.09, -1.34)
H (2.16, -1.19, 1.57)
O (-3.49, 1.17, -3.57)
H (-3.33, 2.03, -3.23)
H (-2.89, 1.05, -4.26)
O (-0.32, 1.83, 3.21)
H (0.42, 2.48, 3.16)
H (-0.72, 2.26, 3.99)
H (2.68, 1.27, -0.42)
H (0.83, -0.55, 1.03)

***

# 3
This record from OMol25 describes 14 unconnected molecules or ions with the total composition H33O17P. The level of theory is ωB97M-V/def2-TZVPD.

Calculated values
E = -1638.5578 hartree
charge = +4
energy above the lowest of the compared OMol25 structures with the same formula, charge and spin = 208.90 kJ/mol
LUMO = -14.1069 eV
highest occupied orbital energy = -20.03 eV
gap between HOMO and LUMO = 5.9 eV

Atoms and positions in Å:
O (2.02, 0.80, -2.90)
H (1.46, 0.68, -2.05)
H (1.45, 0.61, -3.66)
H (2.77, 0.18, -2.93)
O (-0.99, -2.33, -3.03)
H (-0.79, -1.72, -3.77)
H (-1.09, -1.76, -2.19)
H (-0.28, -2.99, -2.92)
O (-1.82, 1.97, -2.31)
H (-1.03, 1.60, -1.79)
H (-2.67, 1.55, -2.02)
H (-1.67, 1.74, -3.24)
O (1.06, -1.67, 2.92)
H (1.77, -2.32, 2.91)
H (1.08, -1.12, 2.05)
H (0.19, -2.07, 3.04)
O (3.37, -1.84, -0.28)
H (3.42, -1.87, -1.25)
H (2.56, -1.29, 0.00)
H (3.29, -2.76, 0.03)
O (-1.48, -3.39, 0.38)
H (-0.81, -4.08, 0.24)
H (-1.68, -3.22, 1.31)
H (-1.21, -2.52, -0.10)
O (-2.84, -0.10, 2.60)
H (-3.78, 0.02, 2.38)
H (-2.19, 0.02, 1.81)
H (-2.69, -0.99, 2.94)
P (-0.13, -0.03, -0.07)
O (-1.00, -1.17, -0.73)
O (0.31, 1.01, -1.12)
O (1.19, -0.67, 0.57)
O (-1.00, 0.53, 1.09)
O (-0.33, 2.04, 3.19)
H (-0.24, 2.92, 2.81)
H (-0.60, 1.48, 2.46)
O (0.63, 3.52, -0.24)
H (0.55, 2.65, -0.67)
H (0.13, 4.13, -0.79)
O (2.81, 1.51, 0.29)
H (2.55, 2.42, 0.12)
H (1.98, 1.04, 0.47)
O (-3.31, 0.14, -1.29)
H (-2.57, -0.45, -1.08)
H (-3.94, -0.40, -1.78)
O (3.27, -0.23, 2.58)
H (3.02, 0.38, 1.87)
H (4.20, -0.40, 2.44)
O (-2.00, 2.96, 0.63)
H (-1.21, 3.46, 0.43)
H (-1.72, 2.04, 0.63)

***

# 4
This record from OMol25 describes 16 unconnected molecules or ions with the total composition H34NO15. The level of theory is ωB97M-V/def2-TZVPD.

Calculated values
E = -1203.5453 hartree
charge = +1
energy above the lowest of the compared OMol25 structures with the same formula, charge and spin = 37.70 kJ/mol
LUMO = -3.3493 eV
highest occupied orbital energy = -12.58 eV
gap between HOMO and LUMO = 9.2 eV

Atoms and positions in Å:
N (-0.18, -0.11, -0.17)
H (-0.14, 0.61, 0.49)
H (-0.99, -0.06, -0.80)
H (-0.18, -1.02, 0.21)
H (0.63, 0.01, -0.71)
O (1.53, -0.94, 2.35)
H (1.43, -1.64, 2.95)
H (0.98, -0.23, 2.72)
O (1.66, -1.60, -2.67)
H (0.85, -1.29, -3.05)
H (2.10, -0.80, -2.41)
O (-1.59, -2.13, 2.91)
H (-2.48, -1.98, 3.16)
H (-1.33, -1.23, 2.78)
O (3.23, -1.04, -0.03)
H (3.11, -1.21, 0.92)
H (3.23, -1.89, -0.44)
O (-2.75, 0.86, 0.87)
H (-2.62, 1.04, 1.80)
H (-2.33, 1.63, 0.46)
O (-0.14, 2.91, 2.31)
H (-0.43, 3.56, 2.99)
H (0.54, 3.38, 1.84)
O (-0.88, -1.08, -3.31)
H (-0.99, -0.25, -3.86)
H (-0.75, -1.81, -3.94)
O (2.10, 1.69, 0.56)
H (2.38, 2.44, 0.07)
H (2.86, 1.31, 0.95)
O (-1.60, -3.24, 0.47)
H (-1.66, -2.99, 1.38)
H (-2.08, -2.58, -0.02)
O (-1.69, 3.17, 0.09)
H (-1.14, 3.27, -0.67)
H (-1.07, 3.17, 0.79)
O (-2.76, -1.71, -1.53)
H (-2.16, -1.64, -2.27)
H (-3.62, -1.55, -2.00)
O (-0.13, 2.30, -2.17)
H (-0.84, 2.67, -2.71)
H (0.59, 2.86, -2.52)
O (-0.67, 0.50, 3.23)
H (-0.48, 1.41, 3.00)
H (-0.53, 0.52, 4.22)
O (0.97, -2.99, -0.52)
H (1.20, -2.51, -1.33)
H (0.02, -3.06, -0.52)
O (2.66, 0.89, -2.21)
H (2.71, 0.84, -1.24)
H (3.41, 1.51, -2.39)

***

# 5
This record from OMol25 describes 17 unconnected molecules or ions with the total composition H34O17. The level of theory is ωB97M-V/def2-TZVPD.

Calculated values
E = -1299.3089 hartree
charge = 0
energy above the lowest of the compared OMol25 structures with the same formula, charge and spin = 580.50 kJ/mol
LUMO = -0.3137 eV
highest occupied orbital energy = -10.34 eV
gap between HOMO and LUMO = 10.0 eV

Atoms and positions in Å:
O (3.30, -2.82, -3.51)
H (3.06, -2.13, -4.02)
H (3.21, -2.43, -2.62)
O (3.83, -0.80, -0.50)
H (3.98, -1.68, -1.05)
H (4.35, -0.16, -0.80)
O (-3.36, -3.54, -1.19)
H (-4.15, -3.22, -1.56)
H (-2.54, -3.09, -1.63)
O (-0.13, -0.06, 4.86)
H (-0.54, 0.48, 4.23)
H (-0.80, 0.07, 5.52)
O (1.60, -2.47, 4.62)
H (0.62, -2.01, 4.44)
H (2.38, -1.97, 4.52)
O (-2.05, 0.99, 2.84)
H (-1.43, 0.43, 2.29)
H (-1.97, 1.89, 2.85)
O (-0.83, 2.29, -3.52)
H (-1.05, 1.97, -4.29)
H (-0.27, 3.07, -3.73)
O (0.15, -1.03, 1.27)
H (-0.39, -1.76, 1.19)
H (1.05, -1.38, 1.41)
O (0.70, 1.01, -1.56)
H (0.22, 1.55, -2.18)
H (0.18, 1.18, -0.81)
O (-2.67, -0.02, -4.59)
H (-3.05, -0.60, -5.17)
H (-3.20, 0.01, -3.87)
O (2.61, 0.07, 4.11)
H (2.97, 0.79, 4.64)
H (1.68, 0.22, 4.56)
O (-1.08, -3.99, 1.44)
H (-1.08, -4.78, 2.09)
H (-1.80, -4.11, 0.81)
O (3.01, 2.95, 1.42)
H (2.42, 3.41, 2.09)
H (2.86, 2.06, 1.68)
O (-3.69, 3.61, 0.95)
H (-3.58, 4.30, 0.25)
H (-2.99, 3.07, 0.42)
O (-0.43, -1.94, -1.56)
H (0.45, -2.38, -1.79)
H (-0.45, -1.68, -0.70)
O (-3.83, 3.23, -1.64)
H (-4.29, 2.45, -1.50)
H (-2.86, 2.94, -1.64)
O (3.52, 1.80, -3.32)
H (2.93, 1.50, -2.54)
H (3.43, 2.68, -3.21)

***

# 6
This record from OMol25 describes 17 unconnected molecules or ions with the total composition H34O17. The level of theory is ωB97M-V/def2-TZVPD.

Calculated values
E = -1299.4447 hartree
charge = 0
energy above the lowest of the compared OMol25 structures with the same formula, charge and spin = 223.78 kJ/mol
LUMO = -0.1123 eV
highest occupied orbital energy = -9.72 eV
gap between HOMO and LUMO = 9.6 eV

Atoms and positions in Å:
O (-6.11, -13.08, 1.87)
H (-5.48, -13.79, 1.59)
H (-6.40, -13.61, 2.67)
O (-7.93, -13.67, -0.37)
H (-7.35, -13.97, -1.09)
H (-7.42, -13.67, 0.41)
O (-10.86, -13.18, 6.84)
H (-10.31, -12.78, 6.18)
H (-10.72, -12.71, 7.64)
O (-12.44, -15.65, 1.94)
H (-11.58, -15.49, 2.33)
H (-12.33, -15.57, 0.98)
O (-7.30, -10.50, 3.56)
H (-7.33, -11.43, 3.43)
H (-6.51, -10.31, 3.07)
O (-9.80, -11.44, 4.82)
H (-9.43, -10.88, 5.54)
H (-9.99, -10.82, 4.09)
O (-10.58, -13.56, 0.27)
H (-9.78, -13.09, 0.14)
H (-11.14, -13.15, -0.34)
O (-7.06, -15.50, 3.34)
H (-7.68, -14.77, 3.16)
H (-6.46, -15.11, 3.98)
O (-8.51, -14.50, 5.83)
H (-9.06, -14.46, 6.58)
H (-8.33, -15.39, 5.78)
O (-7.49, -12.33, 7.25)
H (-7.88, -12.70, 6.47)
H (-7.57, -13.02, 7.90)
O (-11.65, -12.94, 2.58)
H (-11.13, -13.29, 3.25)
H (-11.18, -13.02, 1.76)
O (-8.67, -13.40, 3.09)
H (-9.42, -14.05, 2.92)
H (-8.76, -13.06, 3.99)
O (-10.53, -17.27, 4.57)
H (-10.48, -16.40, 4.20)
H (-10.39, -17.88, 3.87)
O (-9.43, -11.25, 1.68)
H (-9.55, -12.04, 2.22)
H (-8.62, -10.84, 2.04)
O (-11.40, -14.73, 4.66)
H (-12.34, -14.50, 4.56)
H (-11.23, -14.54, 5.62)
O (-6.36, -12.95, 4.65)
H (-6.40, -13.51, 5.37)
H (-5.43, -12.85, 4.43)
O (-9.65, -15.66, 2.21)
H (-9.66, -15.54, 1.30)
H (-9.45, -16.61, 2.36)

***

# 7
This record from OMol25 describes a molecular structure, H35O17. The level of theory is ωB97M-V/def2-TZVPD.

Calculated values
E = -1299.7997 hartree
charge = +1
energy above the lowest of the compared OMol25 structures with the same formula, charge and spin = 286.74 kJ/mol
LUMO = -2.7018 eV
highest occupied orbital energy = -13.31 eV
gap between HOMO and LUMO = 10.6 eV

Atoms and positions in Å:
O (-3.72, 1.71, -1.56)
H (-3.21, 2.41, -1.99)
H (-4.54, 2.17, -1.35)
O (2.86, 2.38, 1.38)
H (1.99, 2.79, 1.18)
H (3.34, 3.12, 0.99)
O (3.50, -3.03, 0.89)
H (4.46, -3.02, 0.97)
H (3.35, -2.13, 0.59)
O (-4.17, -1.53, -1.32)
H (-4.34, -0.95, -2.07)
H (-3.47, -1.12, -0.81)
O (0.31, 2.83, -0.08)
H (0.63, 2.86, -1.00)
O (2.81, -0.15, 3.73)
H (1.90, 0.09, 3.90)
H (3.35, 0.38, 4.32)
O (1.86, 4.88, 1.06)
H (2.18, 5.11, 1.95)
H (1.03, 5.33, 1.29)
O (-1.17, 0.21, -1.28)
H (-0.35, 0.41, -1.74)
H (-1.07, 0.80, -0.51)
O (1.42, 0.09, 1.04)
H (-3.84, -3.75, -1.54)
H (2.04, -0.09, 1.76)
O (2.07, -1.52, -0.95)
H (1.87, -1.06, -0.10)
H (2.48, -1.04, -1.66)
O (-2.75, -0.19, -3.44)
H (-2.35, 0.16, -4.24)
H (-2.64, 0.48, -2.76)
O (-0.14, -2.56, -0.65)
H (0.80, -2.83, -0.67)
H (-0.21, -1.66, -0.96)
O (-0.76, 2.01, 3.91)
H (-0.05, 2.50, 4.33)
H (-1.41, 2.71, 3.82)
O (-1.54, -4.53, 0.14)
H (-1.26, -3.81, 0.73)
H (-1.94, -4.01, -0.83)
O (0.78, 3.42, -2.71)
H (1.50, 4.03, -2.94)
H (0.82, 2.88, -3.52)
O (-2.88, -3.71, -1.65)
H (-2.86, -2.74, -1.82)
H (-0.68, -4.84, -0.15)
O (0.73, -3.62, 1.63)
H (0.64, -2.67, 1.85)
H (1.58, -3.63, 2.11)
H (-0.47, 3.39, -0.17)
H (1.51, 1.04, 0.89)

***

# 8
This record from OMol25 describes 18 unconnected molecules or ions with the total composition H37O18. The level of theory is ωB97M-V/def2-TZVPD.

Calculated values
E = -1376.2670 hartree
charge = +1
energy above the lowest of the compared OMol25 structures with the same formula, charge and spin = 318.35 kJ/mol
LUMO = -2.9348 eV
highest occupied orbital energy = -13.60 eV
gap between HOMO and LUMO = 10.7 eV

Atoms and positions in Å:
O (2.18, -1.98, 0.94)
H (-1.42, -2.82, 1.02)
H (2.51, -0.96, 0.75)
O (1.70, -3.35, 2.96)
H (-5.09, 2.29, 2.34)
O (2.91, 1.62, -1.35)
H (3.21, 1.55, -2.28)
H (3.37, -4.67, 0.05)
O (-0.48, -1.75, -4.61)
H (1.71, -4.25, 3.23)
H (-1.04, -1.93, -3.86)
O (-3.10, -0.03, 2.95)
H (-3.27, 0.70, 2.35)
H (4.50, 0.88, -4.19)
O (-4.51, 2.80, 2.91)
H (-3.69, 2.96, 2.42)
H (2.10, -2.46, -2.17)
O (-0.21, 1.03, -0.71)
H (-0.89, 2.45, 3.51)
H (-2.23, 1.21, -1.94)
O (-2.53, -0.96, 0.20)
H (-2.98, -1.46, 0.91)
H (-2.19, -0.15, 0.62)
O (-2.05, 2.49, 0.68)
H (-1.32, 1.94, 0.40)
H (4.01, -4.29, -1.22)
O (2.38, -1.68, -1.70)
H (0.15, 1.75, -1.26)
H (-0.75, -0.87, -4.88)
O (-4.03, 4.22, -1.23)
H (-4.22, 4.62, -2.08)
H (-3.63, 3.38, -1.50)
O (0.97, 0.24, 2.97)
H (1.59, 0.58, 3.62)
H (0.55, 1.02, 2.52)
O (-1.59, -3.68, 0.61)
H (-2.24, 3.30, 0.23)
H (-2.51, -3.60, 0.34)
O (4.04, 0.09, -4.52)
H (2.98, -1.32, -2.36)
H (3.28, 0.47, -4.95)
O (3.07, 0.31, 0.97)
H (2.88, 0.83, 0.17)
H (2.47, 0.71, 1.64)
O (3.63, -3.88, -0.44)
H (2.60, -2.65, 0.37)
H (-3.06, 0.34, 3.82)
O (-2.57, 1.22, -2.86)
H (3.33, 2.48, -1.13)
H (-3.28, 0.57, -2.80)
O (-0.22, 2.61, 2.84)
H (0.83, -3.00, 2.80)
H (-0.69, 3.08, 2.13)
H (0.35, 0.30, -1.00)
H (2.49, -2.33, 1.81)